[1]
ORCA calculation (ωB97M-V/def2-TZVPD) on a structure of composition C6H9NS in a non-equilibrium geometry.

Results
Lowest unoccupied orbital energy in eV: 0.803
HOMO in eV: -8.4
Energy relative to the best compared isomer or geometry (same formula, charge and spin) in kcal/mol: 83.5
Orbital gap in eV: 9.218
E_tot in Ha: -686.8298
Max |F| in Eh/bohr: 0.0903

Cartesian coordinates (Å):
C 0.20674 0.95674 -0.66915
H 2.06940 -0.72364 -0.58420
H 0.90411 1.79725 -0.75269
H 2.19544 -1.34007 1.13664
H -0.46923 -0.63946 -1.93670
H -1.95051 1.88395 -0.77146
H 2.80325 0.53159 0.77082
H -0.49063 -1.70700 1.24532
S -0.61938 0.76632 1.94546
C 2.03595 -0.29606 0.54936
H -0.71752 -1.45946 -0.64185
C -1.59993 0.07949 0.49352
N -0.48844 0.41689 -1.78533
C -1.26586 0.96295 -0.69361
H -2.62899 -0.27421 0.68973
C 0.55662 0.09424 0.56077
C -0.54102 -1.04954 0.44336

=====

[2]
ORCA calculation (ωB97M-V/def2-TZVPD) on a cluster of 2 separate species, H4O2 in total in a non-equilibrium geometry.

Results
Lowest unoccupied orbital energy in eV: 0.551
HOMO in eV: -11.0
Energy relative to the best compared isomer or geometry (same formula, charge and spin) in kcal/mol: 6.3
Orbital gap in eV: 11.572
E_tot in Ha: -152.8648
Max |F| in Eh/bohr: 0.0759
SMILES string: O.O

Cartesian coordinates (Å):
H -1.18911 -0.09982 -0.69393
H 0.71415 0.06432 0.61260
H 0.70280 -1.35720 1.20164
O -0.49769 0.65000 -0.87488
H -0.99787 1.36651 -1.19535
O 1.26773 -0.62381 0.94992

=====

[3]
ORCA calculation (ωB97M-V/def2-TZVPD) on a structure of composition C24H17BiN7O4S.

Results
Lowest unoccupied orbital energy (alpha / beta) in eV: 4.871 / 4.861
HOMO (alpha / beta) in eV: -0.2 / -0.3
Energy relative to the best compared isomer or geometry (same formula, charge and spin) in kcal/mol: 28.6
Orbital gap (alpha / beta) in eV: 5.118 / 5.113
Spin multiplicity: 2
E_tot in Ha: -2221.7001
Max |F| in Eh/bohr: 0.0028
Total charge: -2

Cartesian coordinates (Å):
H 0.38136 7.22883 -1.98704
O 1.99290 2.27516 -1.02458
S -2.65748 0.04082 -0.79293
N 1.62146 -0.02167 6.59133
C 0.26227 4.01056 -0.93003
C 3.29700 -0.27432 -0.23124
O 1.02075 -2.80648 -3.18885
C -0.82293 -0.08019 -5.59442
H 2.36346 -0.68635 6.73691
C 0.24331 1.89690 -4.73077
N 0.04180 0.60430 5.03598
C 0.23833 -0.13274 -3.43960
H -0.75334 1.80296 -6.62680
C -1.91392 5.12971 -0.57793
N 2.16966 -0.23527 4.36651
C 4.05954 -0.73202 2.34663
C 4.97679 -0.88807 1.35183
C -3.26169 1.18254 0.34185
H 5.30272 -0.71387 -0.80695
H -1.96402 7.16179 -1.16341
C -0.46738 1.25769 -5.73416
H 2.96397 -0.04589 -1.23609
H 5.99096 -1.19002 1.58919
C 0.78334 5.18916 -1.47340
H 1.81507 5.20542 -1.81049
H 0.82744 -0.11980 7.20255
C 0.58367 1.21107 -3.57223
C -0.00965 6.30819 -1.56919
C 2.73049 -0.32629 2.03723
H -2.94237 5.11893 -0.23522
H 1.13152 1.70411 -2.77633
N -0.14417 1.94065 -0.16537
H 4.30912 -0.88576 3.38618
C -1.12004 3.94159 -0.50693
C 4.60133 -0.63441 0.01099
H -1.38039 -0.57896 -6.37865
C -1.34367 2.65923 -0.09644
N 0.55282 0.40783 2.72059
C -1.35995 6.26096 -1.09892
H -0.69874 -1.83060 -4.34937
O -2.46776 2.23468 0.62211
C 1.26589 0.10703 5.25458
H -1.72736 1.48967 2.50854
C 0.85634 2.72872 -0.72016
C -0.45873 -0.78449 -4.46100
N -1.50343 1.15457 3.43428
C -0.25273 0.71830 3.72719
C 0.52030 -0.78826 -2.15555
C 1.79467 -0.04794 3.06333
N 2.36657 -0.15113 0.71866
Bi 0.00131 -0.16985 0.08865
H -2.02777 1.53376 4.20121
H 0.51309 2.94110 -4.82744
O 0.83408 -2.00687 -2.05498

=====

[4]
ORCA calculation (ωB97M-V/def2-TZVPD) on a structure of composition C26H25KO2S2Te in a non-equilibrium geometry.

Results
Lowest unoccupied orbital energy in eV: -0.184
HOMO in eV: -5.7
Energy relative to the best compared isomer or geometry (same formula, charge and spin) in kcal/mol: 0.0
Orbital gap in eV: 5.493
E_tot in Ha: -2820.5065
Max |F| in Eh/bohr: 0.0335

Cartesian coordinates (Å):
H -7.94743 -6.07790 -15.03941
H -20.60512 -5.93446 -10.71266
C -7.82204 -3.52208 -11.68317
H -12.68111 -4.68573 -15.72845
H -16.65271 -7.66198 -12.57623
C -10.90692 -4.31823 -9.64231
C -10.79081 -5.11489 -16.67528
H -9.55070 -5.86568 -13.08648
H -12.21786 -4.46857 -7.08815
C -17.41885 -4.85043 -10.74151
Te -12.50835 -4.96674 -12.66446
S -15.82210 -5.52542 -10.94565
C -15.91359 -5.66666 -12.75249
H -9.22653 -7.25646 -9.27679
C -10.63610 -5.61677 -9.24223
H -16.22802 -6.11242 -16.59273
C -9.47245 -5.47097 -16.46213
H -8.79460 -5.52741 -17.32739
C -8.80927 -4.25919 -10.84629
H -19.06280 -1.92099 -10.88724
S -11.86832 -6.48941 -8.32938
C -16.38022 -6.85865 -13.27688
H -10.23153 -2.64335 -10.81797
O -15.90983 -6.90090 -10.41283
O -13.20331 -6.12591 -8.87713
H -16.93575 -7.92829 -15.06787
C -15.70375 -4.76547 -14.97367
K -13.45875 -7.76923 -11.01534
H -15.40772 -3.94640 -15.66355
H -12.79355 -5.96563 -6.21120
C -18.88070 -3.00116 -10.81448
C -11.64358 -4.99626 -15.60166
H -11.02022 -5.57459 -6.26422
C -17.59000 -3.48453 -10.80534
H -7.61745 -6.06246 -10.73629
H -11.85106 -3.82641 -9.33268
H -15.32196 -3.62246 -13.19183
C -19.75556 -5.25532 -10.71395
C -16.16741 -5.97705 -15.51062
H -11.16049 -4.91487 -17.68111
C -15.61619 -4.59484 -13.59841
H -18.19646 -6.83320 -10.64367
C -9.00389 -5.76640 -15.18163
C -9.46124 -6.24470 -9.63680
H -16.70388 -2.82972 -10.86306
C -16.53409 -7.00187 -14.65752
C -11.19016 -5.25083 -14.29942
H -6.82844 -4.02134 -11.63565
C -8.54574 -5.56415 -10.42946
H -20.95424 -3.46912 -10.70115
H -8.12053 -3.48469 -12.76178
C -19.94941 -3.89654 -10.73225
H -7.69925 -2.45604 -11.37995
C -9.87159 -5.65824 -14.10799
C -9.99891 -3.65018 -10.46156
C -11.97566 -5.51583 -6.80428
C -18.45985 -5.75582 -10.67287

=====

[5]
ORCA calculation (ωB97M-V/def2-TZVPD) on a structure of composition C9H29AsN5O2PdSi2Te.

Results
Lowest unoccupied orbital energy in eV: -2.950
HOMO in eV: -10.8
Energy relative to the best compared isomer or geometry (same formula, charge and spin) in kcal/mol: 6.0
Orbital gap in eV: 7.823
E_tot in Ha: -3994.9764
Max |F| in Eh/bohr: 0.0042
Total charge: +1

Cartesian coordinates (Å):
O -1.91659 -0.66744 3.56805
As 2.25413 2.33116 0.05890
C 4.85652 1.06131 -1.72123
H 0.72014 -2.14652 -0.93192
H 5.44214 1.90685 -1.35638
H -0.24098 4.20717 1.40173
H -1.14286 -3.97371 2.63920
H 4.83344 -1.64779 2.30944
C 2.13905 0.06054 -2.71818
H 4.93947 0.25032 -0.99542
N 0.11116 -2.83366 0.83297
N 1.01517 -2.12812 0.03875
C 3.02201 2.89920 -3.33251
H 4.99897 1.62281 1.12283
H 0.10633 -3.83993 0.79416
C -0.98880 3.69291 0.80337
C 0.49222 4.94848 -1.61667
H 3.51128 3.81130 -2.98585
C 4.50045 1.42747 2.07444
H 5.26426 1.07213 2.77277
H 4.11352 2.37248 2.45710
N -0.53642 -0.87115 1.76780
C 2.31095 -0.00281 3.63415
H 5.31191 0.72088 -2.65493
H 2.00277 3.14731 -3.63918
H 1.74393 0.90550 3.84281
H 1.62589 -0.85081 3.68632
N -1.26398 -2.97626 2.64959
H 3.06057 -0.12916 4.42104
H -1.78755 4.36781 0.50557
C 4.03695 -1.50126 1.57389
H 4.50230 -1.49763 0.58619
C -0.59439 -2.19694 1.80640
H 3.38709 -2.37618 1.65628
Pd 1.33786 0.20271 0.59579
Te -0.05248 2.99812 -0.96174
O -0.94394 1.04730 2.72113
Si 3.16579 0.11867 1.97130
H 0.47188 5.59854 -0.74594
N -1.17020 -0.14172 2.75143
H -1.84361 -2.52512 3.34226
H 2.33480 -0.81962 -2.10229
Si 3.07942 1.54014 -2.04301
H -1.37911 2.84047 1.34875
H 1.94291 -2.52965 0.11473
H -0.21155 5.28672 -2.37191
H 3.54915 2.56283 -4.22927
H 1.49776 4.89574 -2.02162
H 2.46991 -0.15797 -3.73723
H 1.06060 0.23468 -2.75003

=====

[6]
ORCA calculation (ωB97M-V/def2-TZVPD) on an isolated molecule of C4H7N3O in a non-equilibrium geometry.

Results
Lowest unoccupied orbital energy in eV: 0.665
HOMO in eV: -8.2
Energy relative to the best compared isomer or geometry (same formula, charge and spin) in kcal/mol: 44.5
Orbital gap in eV: 8.907
E_tot in Ha: -396.0775
Max |F| in Eh/bohr: 0.0554
SMILES string: C=C/C(=N/N)C(N)=O

Cartesian coordinates (Å):
C -1.11780 -0.89723 -0.19657
H -0.60142 2.96496 -0.45748
N -0.76846 1.96520 -0.49855
C 2.65420 -0.40009 0.14485
N -2.10699 -0.34829 0.58387
O -1.20186 -1.89954 -0.84005
H -1.75133 0.08795 1.43277
H 3.57499 -0.98563 0.07133
C 1.43296 -0.91900 -0.10758
H -2.88960 -1.00337 0.63117
H 1.21607 -2.00197 -0.17913
H 2.75715 0.68715 0.25834
N 0.29983 1.19552 -0.32717
H -1.72272 1.63926 -0.33583
C 0.22497 -0.08491 -0.17997

=====

> Among the records above, which one has the lowest E_tot?

C9H29AsN5O2PdSi2Te

=====

Please write out number 2 again, unchanged.
ORCA calculation (ωB97M-V/def2-TZVPD) on a cluster of 2 separate species, H4O2 in total in a non-equilibrium geometry.

Results
Lowest unoccupied orbital energy in eV: 0.551
HOMO in eV: -11.0
Energy relative to the best compared isomer or geometry (same formula, charge and spin) in kcal/mol: 6.3
Orbital gap in eV: 11.572
E_tot in Ha: -152.8648
Max |F| in Eh/bohr: 0.0759
SMILES string: O.O

Cartesian coordinates (Å):
H -1.18911 -0.09982 -0.69393
H 0.71415 0.06432 0.61260
H 0.70280 -1.35720 1.20164
O -0.49769 0.65000 -0.87488
H -0.99787 1.36651 -1.19535
O 1.26773 -0.62381 0.94992

=====

What did the fourth record say?
ORCA calculation (ωB97M-V/def2-TZVPD) on a structure of composition C26H25KO2S2Te in a non-equilibrium geometry.

Results
Lowest unoccupied orbital energy in eV: -0.184
HOMO in eV: -5.7
Energy relative to the best compared isomer or geometry (same formula, charge and spin) in kcal/mol: 0.0
Orbital gap in eV: 5.493
E_tot in Ha: -2820.5065
Max |F| in Eh/bohr: 0.0335

Cartesian coordinates (Å):
H -7.94743 -6.07790 -15.03941
H -20.60512 -5.93446 -10.71266
C -7.82204 -3.52208 -11.68317
H -12.68111 -4.68573 -15.72845
H -16.65271 -7.66198 -12.57623
C -10.90692 -4.31823 -9.64231
C -10.79081 -5.11489 -16.67528
H -9.55070 -5.86568 -13.08648
H -12.21786 -4.46857 -7.08815
C -17.41885 -4.85043 -10.74151
Te -12.50835 -4.96674 -12.66446
S -15.82210 -5.52542 -10.94565
C -15.91359 -5.66666 -12.75249
H -9.22653 -7.25646 -9.27679
C -10.63610 -5.61677 -9.24223
H -16.22802 -6.11242 -16.59273
C -9.47245 -5.47097 -16.46213
H -8.79460 -5.52741 -17.32739
C -8.80927 -4.25919 -10.84629
H -19.06280 -1.92099 -10.88724
S -11.86832 -6.48941 -8.32938
C -16.38022 -6.85865 -13.27688
H -10.23153 -2.64335 -10.81797
O -15.90983 -6.90090 -10.41283
O -13.20331 -6.12591 -8.87713
H -16.93575 -7.92829 -15.06787
C -15.70375 -4.76547 -14.97367
K -13.45875 -7.76923 -11.01534
H -15.40772 -3.94640 -15.66355
H -12.79355 -5.96563 -6.21120
C -18.88070 -3.00116 -10.81448
C -11.64358 -4.99626 -15.60166
H -11.02022 -5.57459 -6.26422
C -17.59000 -3.48453 -10.80534
H -7.61745 -6.06246 -10.73629
H -11.85106 -3.82641 -9.33268
H -15.32196 -3.62246 -13.19183
C -19.75556 -5.25532 -10.71395
C -16.16741 -5.97705 -15.51062
H -11.16049 -4.91487 -17.68111
C -15.61619 -4.59484 -13.59841
H -18.19646 -6.83320 -10.64367
C -9.00389 -5.76640 -15.18163
C -9.46124 -6.24470 -9.63680
H -16.70388 -2.82972 -10.86306
C -16.53409 -7.00187 -14.65752
C -11.19016 -5.25083 -14.29942
H -6.82844 -4.02134 -11.63565
C -8.54574 -5.56415 -10.42946
H -20.95424 -3.46912 -10.70115
H -8.12053 -3.48469 -12.76178
C -19.94941 -3.89654 -10.73225
H -7.69925 -2.45604 -11.37995
C -9.87159 -5.65824 -14.10799
C -9.99891 -3.65018 -10.46156
C -11.97566 -5.51583 -6.80428
C -18.45985 -5.75582 -10.67287